# 1
{"formula": "C6H10O", "method": "ωB97M-V with the def2-TZVPD basis set", "e_above_lowest_ev": 1.563, "homo_lumo_gap_ev": 10.5, "smiles": "C[C@]12CC[C@H]1CO2", "elements": ["H", "H", "C", "C", "H", "H", "H", "C", "C", "C", "H", "H", "C", "H", "H", "H", "O"], "coordinates": [[-1.895, 1.209, 1.226], [2.670, 0.372, 0.021], [-0.817, 0.270, -0.495], [-1.048, 1.370, 0.544], [0.742, -2.014, -0.289], [1.764, 1.537, -0.963], [-1.096, 2.405, 0.180], [0.235, -1.375, 0.442], [-1.241, -1.134, 0.026], [0.548, 0.109, 0.144], [-1.687, -1.849, -0.673], [-0.649, 0.490, -1.543], [1.798, 0.491, -0.624], [0.439, -1.739, 1.450], [1.948, -0.129, -1.521], [-1.919, -1.068, 0.886], [0.210, 1.056, 1.186]], "lowdin_charge": [0.116, 0.083, -0.190, -0.124, 0.112, 0.089, 0.116, -0.080, -0.102, -0.504, 0.101, 0.141, -0.007, 0.111, 0.087, 0.107, -0.057]}

=====

# 2
{"formula": "C6H10O", "method": "ωB97M-V with the def2-TZVPD basis set", "e_above_lowest_ev": 4.666, "homo_lumo_gap_ev": 9.2, "elements": ["H", "H", "H", "C", "C", "C", "O", "H", "H", "H", "C", "H", "H", "H", "C", "H", "C"], "coordinates": [[-0.966, -1.467, 0.642], [1.255, 0.506, 1.395], [-0.955, 1.153, 2.237], [-0.732, 1.272, 1.172], [-0.167, 0.078, -1.782], [0.378, 0.322, 0.766], [-0.100, -1.315, -1.756], [-0.446, 2.316, 0.996], [0.536, -1.783, 1.548], [1.816, 0.806, -0.931], [0.809, -1.286, -0.632], [-0.934, 0.653, -2.298], [-1.476, 0.601, -1.241], [-1.650, 1.074, 0.608], [0.093, -1.204, 0.732], [1.642, -1.985, -0.757], [0.897, 0.258, -0.699]], "lowdin_charge": [0.123, 0.135, 0.078, -0.085, -0.129, -0.325, -0.062, 0.080, 0.110, 0.136, -0.237, 0.051, 0.160, 0.046, -0.072, 0.150, -0.159]}

=====

# 3
{"formula": "C6H10O", "method": "ωB97M-V with the def2-TZVPD basis set", "e_above_lowest_ev": 2.899, "homo_lumo_gap_ev": 10.8, "smiles": "C#C[C@](C)(O)CC", "elements": ["H", "H", "C", "H", "C", "H", "C", "H", "C", "C", "H", "C", "H", "H", "H", "O", "H"], "coordinates": [[-1.493, 0.113, -0.970], [2.025, 1.416, -0.334], [1.087, -0.720, -0.491], [-1.609, -2.109, 0.247], [0.973, 1.571, -0.581], [0.847, 2.675, -0.582], [1.960, -0.942, -1.296], [-1.721, 0.962, 0.567], [0.264, 0.272, 0.256], [-1.266, 0.084, 0.099], [-3.028, -1.111, 0.523], [-1.944, -1.170, 0.704], [0.797, 1.278, -1.617], [2.716, -1.047, -2.042], [-1.806, -1.250, 1.788], [0.493, 0.199, 1.650], [1.407, -0.066, 1.816]], "lowdin_charge": [0.113, 0.060, -0.099, 0.071, -0.012, 0.072, 0.119, 0.115, -0.493, -0.185, 0.071, -0.094, 0.060, 0.042, 0.070, -0.012, 0.104]}

=====

# 4
{"formula": "C6H10O", "method": "ωB97M-V with the def2-TZVPD basis set", "e_above_lowest_ev": 4.610, "homo_lumo_gap_ev": 9.4, "elements": ["C", "H", "C", "H", "H", "H", "H", "C", "C", "H", "H", "C", "H", "H", "O", "H", "C"], "coordinates": [[-1.521, -0.749, -0.147], [1.696, -1.479, 0.244], [0.681, 0.427, 0.460], [0.924, -0.909, -1.240], [0.455, 2.623, 0.109], [-0.598, -3.066, -0.507], [-0.918, -0.232, 1.973], [1.475, -0.586, -0.350], [-0.763, 0.040, 0.928], [-0.160, -3.672, -0.539], [0.189, 1.660, -1.368], [0.097, 1.665, -0.277], [2.426, -0.151, -0.678], [1.264, 0.745, 1.331], [-1.935, 0.373, -0.736], [-2.006, 2.027, 0.590], [-1.305, 1.283, 0.210]], "lowdin_charge": [0.030, 0.076, -0.302, 0.072, 0.114, -0.021, 0.135, -0.077, -0.202, 0.026, 0.123, -0.075, 0.079, 0.135, -0.029, 0.149, -0.233]}

=====

# 5
{"formula": "C6H10O", "method": "ωB97M-V with the def2-TZVPD basis set", "e_above_lowest_ev": 0.873, "homo_lumo_gap_ev": 10.3, "smiles": "C1=CCOCCC1", "elements": ["H", "C", "C", "C", "C", "H", "H", "C", "O", "H", "H", "H", "H", "H", "H", "C", "H"], "coordinates": [[1.080, 0.888, -2.384], [0.257, -0.553, 1.398], [0.647, 0.290, -1.576], [1.208, 0.500, 0.813], [-0.929, -0.960, 0.501], [0.809, 1.510, 0.988], [0.595, -0.748, -1.932], [-1.485, 0.174, -0.324], [1.606, 0.313, -0.525], [-2.500, 0.522, -0.142], [0.824, -1.456, 1.642], [2.154, 0.460, 1.363], [-0.560, -1.722, -0.200], [-1.148, 1.598, -1.841], [-0.100, -0.164, 2.361], [-0.750, 0.763, -1.267], [-1.709, -1.416, 1.127]], "lowdin_charge": [0.116, -0.168, -0.206, -0.228, -0.187, 0.120, 0.119, -0.103, -0.138, 0.101, 0.108, 0.121, 0.112, 0.101, 0.111, -0.087, 0.108]}

=====

# 6
{"formula": "C6H10O", "method": "ωB97M-V with the def2-TZVPD basis set", "e_above_lowest_ev": 5.316, "homo_lumo_gap_ev": [8.3, 8.3], "elements": ["C", "H", "H", "H", "O", "C", "C", "H", "H", "H", "H", "C", "H", "H", "C", "C", "H"], "coordinates": [[-1.642, 0.109, -1.099], [0.328, -0.433, -1.702], [-1.755, 0.726, -2.011], [2.159, 0.476, 2.266], [-2.443, 0.182, -0.195], [0.084, 2.198, -0.611], [1.230, 0.024, 1.929], [0.187, -2.423, 0.215], [2.038, -0.665, 0.129], [-0.862, -1.730, -1.743], [1.067, 2.705, -0.701], [-0.056, -1.354, 0.250], [-0.897, -1.235, 0.942], [0.382, 0.073, 2.610], [1.149, -0.615, 0.762], [-0.498, -0.884, -1.142], [-0.472, 2.846, 0.102]], "lowdin_charge": [-0.345, 0.098, 0.105, 0.052, 0.019, 0.237, 0.000, 0.114, 0.104, 0.118, -0.044, -0.210, 0.107, 0.063, -0.203, -0.187, -0.028]}

=====

# 7
{"formula": "C6H10O", "method": "ωB97M-V with the def2-TZVPD basis set", "e_above_lowest_ev": 0.763, "homo_lumo_gap_ev": 10.2, "smiles": "C[C@H]1CC=CC1=O.[H][H]", "elements": ["H", "C", "H", "C", "H", "H", "C", "C", "H", "H", "H", "H", "C", "C", "H", "O", "H"], "coordinates": [[-0.973, -1.625, 2.899], [0.119, 1.438, -0.001], [1.769, -0.182, -1.531], [1.821, -0.435, -0.464], [0.620, -0.242, 1.318], [1.973, -1.515, -0.376], [-1.615, 0.084, -0.905], [-1.197, 1.342, -0.733], [0.860, 1.979, -0.606], [-1.727, 2.229, -1.078], [2.685, 0.081, -0.033], [0.005, 2.007, 0.930], [0.530, -0.025, 0.246], [-0.643, -0.854, -0.291], [-0.974, -1.973, 2.241], [-0.734, -2.062, -0.214], [-2.520, -0.247, -1.402]], "lowdin_charge": [0.046, -0.149, 0.090, -0.056, 0.128, 0.082, 0.002, -0.046, 0.117, 0.110, 0.080, 0.118, -0.301, -0.410, 0.029, 0.046, 0.113]}

=====

# 8
{"formula": "C6H10O", "method": "ωB97M-V with the def2-TZVPD basis set", "e_above_lowest_ev": 0.527, "homo_lumo_gap_ev": 8.6, "smiles": "C=C(C)/C=C(/C)O", "elements": ["H", "H", "H", "H", "H", "H", "C", "C", "C", "H", "C", "O", "H", "C", "H", "C", "H"], "coordinates": [[2.054, -0.311, 2.221], [-2.484, 0.324, 1.582], [1.092, -1.013, -1.707], [-2.008, 0.296, -1.808], [2.704, -0.357, -1.371], [1.334, 0.723, -1.685], [-1.157, 0.161, -0.095], [1.315, -0.184, 0.246], [-2.524, 0.342, 0.498], [3.303, -0.467, 0.895], [1.638, -0.211, -1.216], [-1.117, 0.171, -1.463], [-2.950, 1.297, 0.182], [-0.063, 0.002, 0.662], [-0.217, 0.011, 1.731], [2.271, -0.328, 1.166], [-3.191, -0.455, 0.162]], "lowdin_charge": [0.052, 0.080, 0.082, 0.105, 0.074, 0.082, -0.367, -0.364, -0.035, 0.052, -0.064, 0.032, 0.086, -0.045, 0.108, 0.035, 0.086]}